An isolated ion of composition C2HN4O3 and charge -1 at a distorted geometry, computed with ωB97M-V/def2-TZVPD.

Structure (ORCA input):
```
! RIJCOSX wB97M-V def2-TZVPD def2/J DEFGRID3
* xyz -1 1
C 1.8513 -0.2986 1.1806
C 0.4725 -0.1503 0.9533
N 2.9803 -0.4097 1.3278
N -0.2407 -0.3228 -0.3065
N -0.1978 -1.2435 -1.2975
N -1.0794 0.7980 -0.3561
O -0.7270 1.7368 -1.0463
O -0.6545 -0.9412 -2.4689
O -2.1243 0.7739 0.2953
H -0.2804 0.0573 1.7183
*
```

Summary:
Strongest force on any atom in hartree/bohr: 0.0795
ΔE to the lowest compared entry with this formula, charge and spin in kcal per mole: 89.45
LUMO level (spin up / spin down) in eV: 3.4 / 3.4
Electronic energy in eV: -14186.81661
Orbital gap (spin up / spin down) in eV: 6.931 / 6.932

Mulliken atomic charge list, values in e, 4 entries: 0.5256, -0.7128, -0.5781, 0.4687